No. 1
Molecular formula: CHFN2
Method: DFT, the ωB97M-V functional and the def2-TZVPD basis

The HOMO energy (alpha / beta) comes out at -10.80 / -10.27 eV. As for the spin multiplicity: 1.

Atoms and positions in Å:
C -0.706 0.522 -0.062
N -1.574 1.283 -0.070
N 0.207 -0.327 0.271
F 0.127 -1.635 -0.098
H 1.946 0.157 -0.041



No. 2
Molecular formula: C7H6F4O3
Method: DFT, the ωB97M-V functional and the def2-TZVPD basis

As for the SMILES: C[C@@]1(C(F)(F)F)C(=O)OC(=O)[C@@]1(C)F. The HOMO energy comes out at -11.40 eV. As for the spin multiplicity: 1.

Atoms and positions in Å:
C -0.964 -0.018 1.738
C -0.471 0.276 0.287
C -1.643 0.257 -0.642
F -1.420 0.623 -1.885
F -2.080 -1.059 -0.700
F -2.769 0.875 -0.152
C 0.269 1.554 0.399
O -0.210 2.632 0.478
O 1.624 1.341 0.464
C 1.974 0.034 0.447
O 2.960 -0.426 0.896
C 0.789 -0.739 -0.170
C 0.979 -0.736 -1.665
F 0.526 -1.946 0.334
H -1.422 -1.022 1.847
H -1.532 0.959 1.967
H -0.030 -0.198 2.401
H 1.749 -1.488 -1.905
H 1.634 0.117 -1.952
H 0.036 -1.036 -2.186



No. 3
Molecular formula: C25H15AuCl5NOPS
Method: DFT, the ωB97M-V functional and the def2-TZVPD basis

The HOMO energy (alpha / beta) comes out at -12.02 / -12.02 eV. The net charge is +1. As for the spin multiplicity: 1.

Atoms and positions in Å:
Au -0.981 -3.311 -0.246
Cl 1.991 -3.469 -0.396
C 1.489 -3.347 1.232
C 0.137 -3.481 1.482
C -0.340 -3.389 2.775
Cl -2.009 -3.559 3.090
C 0.551 -3.144 3.837
Cl -0.036 -3.000 5.430
C 1.913 -2.976 3.567
Cl 2.995 -2.599 4.834
C 2.400 -3.085 2.260
Cl 4.049 -2.829 1.906
O 0.005 -1.215 -0.972
P -0.039 0.268 -0.854
C -0.069 0.829 0.869
C -1.159 1.482 1.428
C -1.121 1.838 2.765
C -0.001 1.559 3.532
C 1.088 0.909 2.968
C 1.058 0.548 1.634
C -1.452 0.999 -1.717
C -1.636 2.377 -1.786
C -2.765 2.874 -2.407
C -3.692 2.006 -2.972
C -3.504 0.634 -2.905
C -2.369 0.131 -2.296
C 1.446 0.985 -1.622
C 1.900 2.252 -1.288
C 3.042 2.734 -1.905
C 3.699 1.960 -2.848
C 3.233 0.698 -3.177
C 2.090 0.207 -2.569
H -2.031 1.704 0.828
H -1.966 2.344 3.206
H 0.031 1.865 4.567
H 1.965 0.703 3.562
H 1.903 0.056 1.169
H -0.912 3.049 -1.347
H -2.927 3.940 -2.455
H -4.559 2.403 -3.478
H -4.227 -0.041 -3.336
H -2.184 -0.934 -2.260
H 1.391 2.837 -0.535
H 3.418 3.711 -1.646
H 4.586 2.343 -3.329
H 3.751 0.092 -3.903
H 1.708 -0.776 -2.802
S -3.120 -2.140 0.189
C -4.041 -3.175 -0.721
N -4.700 -3.871 -1.357



No. 4
Molecular formula: C15H31BCdF4P2
Method: DFT, the ωB97M-V functional and the def2-TZVPD basis

The HOMO energy (alpha / beta) comes out at -6.00 / -5.28 eV. As for the spin multiplicity: 1.

Atoms and positions in Å:
P 0.295 -1.787 -1.797
P 0.341 2.228 -1.316
C -0.069 -0.247 -2.646
C 0.900 0.930 -2.479
H -1.120 0.036 -2.252
H -0.166 -0.501 -3.717
H 1.908 0.594 -2.192
H 1.008 1.452 -3.448
C -0.546 3.415 -2.370
H -0.760 4.307 -1.763
H -1.478 3.009 -2.780
H 0.133 3.697 -3.192
C 1.767 3.107 -0.687
H 2.005 3.904 -1.404
H 2.636 2.442 -0.597
H 1.529 3.559 0.282
C -0.878 -2.965 -2.457
H -1.096 -3.735 -1.710
H -0.445 -3.431 -3.347
H -1.809 -2.463 -2.739
C 1.949 -2.420 -2.018
H 2.691 -1.616 -2.112
H 1.965 -3.033 -2.931
H 2.216 -3.061 -1.166
Cd 2.590 0.044 3.201
C -1.038 1.527 -0.271
C -2.008 0.681 -1.042
C -2.995 -0.164 -0.303
C -2.476 -1.041 0.901
C -1.427 -1.935 0.485
C -0.125 -1.633 -0.069
C 0.628 -0.335 0.465
C -0.233 0.852 0.880
C 1.535 -1.798 3.547
H -1.536 2.409 0.199
H -2.492 1.171 -1.907
H -3.433 -0.866 -1.041
H -3.850 0.426 0.077
H -2.273 -0.380 1.769
H -3.308 -1.687 1.257
H -1.623 -2.993 0.654
H 0.513 -2.479 0.296
H 1.429 -0.022 -0.238
H 1.179 -0.690 1.354
H -0.866 0.584 1.740
H 0.451 1.610 1.311
H 2.338 -2.514 3.745
H 0.891 -2.169 2.740
H 0.944 -1.661 4.465
F 0.768 1.410 3.907
B 0.800 1.143 5.392
F 0.654 2.324 6.052
F -0.159 0.181 5.674
F 2.150 0.582 5.596



No. 5
Molecular formula: C6H3Cl6N3S
Method: DFT, the ωB97M-V functional and the def2-TZVPD basis

As for the SMILES: CSc1nc(C(Cl)(Cl)Cl)nc(C(Cl)(Cl)Cl)n1. The HOMO energy comes out at -9.71 eV. As for the spin multiplicity: 1.

Atoms and positions in Å:
C 2.838 -0.781 1.875
S 2.168 -1.815 0.486
C 0.768 -0.856 0.010
N -0.141 -1.451 -0.772
C -1.135 -0.728 -1.192
C -2.100 -1.385 -2.150
Cl -2.697 -2.928 -1.459
Cl -1.242 -1.683 -3.671
Cl -3.515 -0.311 -2.558
N -1.340 0.515 -0.759
C -0.438 1.074 0.097
C -0.630 2.467 0.631
Cl -1.161 2.365 2.361
Cl -1.837 3.462 -0.330
Cl 0.919 3.377 0.509
N 0.643 0.382 0.414
H 3.608 -1.329 2.455
H 3.276 0.144 1.475
H 2.014 -0.521 2.576



No. 6
Molecular formula: C5H8N
Method: DFT, the ωB97M-V functional and the def2-TZVPD basis

As for the SMILES: C[C@H]1[C@H]2C=C[N@H+]21. The HOMO energy comes out at -15.38 eV. The net charge is +1. As for the spin multiplicity: 1.

Atoms and positions in Å:
C 1.337 0.562 0.068
C 0.520 -0.699 0.149
C -0.767 -0.698 0.785
C -1.546 0.592 0.560
C -1.468 0.495 -0.757
N -0.693 -0.881 -0.684
H 0.677 1.413 0.529
H 1.667 0.702 -0.952
H 2.393 0.480 0.596
H 0.987 -1.599 0.104
H -1.197 -1.567 1.345
H -2.025 1.304 1.291
H -1.608 1.089 -1.587
H -0.835 -1.713 -1.255



| no. | energy (a.u.) |
| --- | --- |
| 1 | -247.83130 |
| 2 | -895.52846 |
| 3 | -4267.55282 |
| 4 | -1864.83051 |
| 5 | -3554.03668 |
| 6 | -249.68457 |